Entry from OMol25: C11H14BBeF3N6O3S as an isolated structure in a non-equilibrium geometry (ωB97M-V with the def2-TZVPD basis set).

Geometry as XYZ:
```
40
Properties=species:S:1:pos:R:3:forces:R:3
H 3.0233 -1.1907 0.8003 -0.107 0.005 -0.141
N 1.4284 -1.5121 -0.5253 0.154 -0.180 0.160
B -0.3024 -2.3325 -2.0855 2.429 -0.206 0.454
N 0.9569 -2.6063 -1.1773 -0.249 0.446 0.022
C 1.7128 -3.6948 -0.8817 0.569 0.318 0.574
Be -0.6603 0.7607 -1.0035 2.955 3.060 5.138
H 1.5029 -4.6620 -1.3107 0.017 0.013 0.000
C 2.7131 -3.2797 0.0050 -0.817 0.076 -0.527
H 3.5013 -3.8582 0.4497 0.006 -0.192 -0.046
C 2.4741 -1.8960 0.1969 -0.435 -0.813 -0.711
H -0.4457 -3.2303 -2.8486 -0.468 -0.138 -0.086
C -0.6693 2.4495 -0.9091 -3.193 0.488 -1.816
H 0.2154 3.0383 -1.0195 0.775 -0.016 0.133
H -1.2100 2.7870 -0.0383 0.002 0.308 0.366
H -1.2975 2.7289 -1.7519 -0.398 0.847 -0.517
N 0.0485 -1.0111 -2.8362 -0.897 1.300 -0.027
N -1.5019 -2.1101 -1.1183 -1.532 -0.050 -0.088
N -0.0020 0.2662 -2.2468 2.410 -2.428 -3.991
N -1.5902 -0.8746 -0.4809 -1.005 -1.703 0.088
C 0.6610 -0.9043 -4.0242 -0.293 0.449 0.816
C -2.5075 -2.8812 -0.7052 1.468 0.605 -0.491
H 0.7283 -1.7570 -4.6653 0.148 -0.255 -0.165
H -2.6489 -3.8527 -1.1751 0.076 0.220 0.396
C 1.0941 0.4024 -4.1897 0.154 -0.105 0.112
C -3.2026 -2.2125 0.3180 -0.379 0.285 0.363
C 0.7218 1.0876 -3.0440 -0.807 -1.231 -0.321
C -2.6111 -0.9789 0.4698 -0.093 -0.091 -0.826
H 1.5937 0.8206 -5.0350 0.294 0.016 -0.215
H -4.0886 -2.6035 0.8161 0.552 0.204 0.122
H 0.9379 2.0958 -2.7638 -0.260 0.247 0.069
H -2.7667 -0.1912 1.2099 -0.055 -0.150 -0.598
H -1.6338 -0.3111 -1.3565 -1.505 -0.264 0.281
F 0.2430 1.1469 3.4695 0.513 -0.213 -0.012
C 1.3741 0.8515 2.8008 -0.100 -0.405 -0.239
F 2.4244 1.3905 3.4480 -0.725 -0.352 -0.383
F 1.5234 -0.4958 2.7757 -0.076 0.744 0.361
S 1.2516 1.4861 1.0659 0.562 -0.323 -0.752
O 1.0095 2.8931 1.2382 0.090 -0.401 0.253
O 2.5145 1.1024 0.4487 -1.240 0.320 0.523
O 0.0657 0.7062 0.5420 1.459 -0.436 1.720
```
Forces are in eV/Å.

Results
- DFT total energy (hartree) = -1719.1920
- F_max (Eh/bohr) = 0.12973

Atomic charges from the Mulliken analysis, expressed in e, are listed below: atom 1 (H): 0.52, atom 2 (N): 0.00, atom 3 (B): 0.04, atom 4 (N): 0.05, atom 5 (C): -0.28, atom 6 (Be): -0.71, atom 7 (H): 0.45, atom 8 (C): -1.06, atom 9 (H): 0.39, atom 10 (C): -0.19, atom 11 (H): -0.09, atom 12 (C): -1.67, atom 13 (H): 0.50, atom 14 (H): 0.25, atom 15 (H): 0.41, atom 16 (N): -0.17, atom 17 (N): -0.11, atom 18 (N): 0.75, atom 19 (N): 0.44, atom 20 (C): -0.07, atom 21 (C): -0.03, atom 22 (H): 0.47, atom 23 (H): 0.47, atom 24 (C): -1.15, atom 25 (C): -0.91, atom 26 (C): 0.16, atom 27 (C): -0.37, atom 28 (H): 0.44, atom 29 (H): 0.41, atom 30 (H): 0.49, atom 31 (H): 0.53, atom 32 (H): 0.37, atom 33 (F): -0.23, atom 34 (C): 0.63, atom 35 (F): -0.22, atom 36 (F): -0.20, atom 37 (S): 1.08, atom 38 (O): -0.64, atom 39 (O): -0.68, atom 40 (O): -0.08

---

Entry from OMol25: one molecule with the formula ClFS2 in a non-equilibrium geometry (ωB97M-V with the def2-TZVPD basis set).

Geometry as XYZ:
```
4
Properties=species:S:1:pos:R:3:forces:R:3
F 0.5280 -0.5278 1.7301 -0.163 1.122 0.150
S 0.2755 1.0241 1.2473 0.037 -1.969 -1.323
S -1.1603 -0.6573 -1.9446 -0.146 0.058 0.241
Cl 0.3567 0.1611 -1.0328 0.271 0.789 0.933
```
Forces are in eV/Å.

Results
- DFT total energy (hartree) = -1356.2924
- F_max (Eh/bohr) = 0.04613

Atomic charges from the Mulliken analysis, expressed in e, are listed below: atom 1 (F): -0.19, atom 2 (S): 0.21, atom 3 (S): -0.13, atom 4 (Cl): 0.11

---

Entry from OMol25: C29H24N6O4STi as an isolated structure in a non-equilibrium geometry (ωB97M-V with the def2-TZVPD basis set).

Geometry as XYZ:
```
65
Properties=species:S:1:pos:R:3:forces:R:3
Ti 1.6421 -1.1795 -0.0389 0.161 0.387 -1.419
C 4.8272 -3.4130 1.3907 -0.106 0.139 -0.208
C 3.8309 -2.2977 1.4193 0.562 0.067 0.700
O 2.9809 -2.2671 0.3981 1.329 -0.896 0.589
C 3.7777 -1.3507 2.3849 -0.198 -0.139 -0.109
C 2.6699 -0.4057 2.3816 0.020 -0.328 0.555
C 2.9080 1.0457 2.6511 0.010 0.013 -0.375
N 1.4294 -0.7830 2.2281 -0.104 0.350 -0.024
N 1.0878 -2.0978 2.4641 0.244 -0.883 0.365
C 0.4623 -2.7592 1.5542 -0.118 0.286 0.810
O 0.2602 -2.2977 0.3299 -1.834 -1.122 0.457
C -0.1094 -4.0831 1.8774 -0.068 -0.120 -0.219
C -0.5528 -4.3824 3.1614 0.063 0.037 -0.022
C -1.1742 -5.5960 3.4048 -0.005 -0.049 0.044
C -1.3375 -6.5162 2.3784 0.000 -0.031 -0.032
C -0.8716 -6.2291 1.1029 0.012 -0.032 0.004
C -0.2623 -5.0114 0.8497 0.020 0.128 0.079
H 5.5028 -3.2911 0.5424 -0.009 -0.018 -0.019
H 4.2881 -4.3504 1.2459 0.028 -0.022 0.040
H 5.4027 -3.4572 2.3112 -0.009 0.016 0.013
H 4.5551 -1.2728 3.1315 0.024 -0.046 -0.010
H 3.2417 1.1598 3.6853 -0.004 -0.048 0.019
H 1.9863 1.6107 2.5193 0.007 0.005 0.019
H 3.6872 1.4427 2.0005 0.009 0.009 0.019
H -0.4123 -3.6548 3.9493 -0.031 0.008 0.001
H -1.5435 -5.8282 4.3953 0.027 0.026 0.016
H -1.8307 -7.4601 2.5720 0.006 -0.002 0.011
H -0.9917 -6.9519 0.3066 0.012 0.004 -0.007
H 0.1066 -4.7566 -0.1352 -0.088 -0.047 -0.045
C -6.0002 2.1058 -3.4687 -0.092 -0.038 0.033
O -4.6376 2.1290 -3.8423 0.049 0.011 -0.079
C -3.8147 2.9807 -3.1859 0.073 0.110 0.122
C -2.4698 2.9430 -3.5567 -0.005 -0.106 -0.054
C -1.5418 3.7294 -2.9112 0.083 0.131 0.052
C -1.9430 4.6109 -1.9020 -0.401 -0.701 -0.076
C -3.2957 4.6974 -1.5881 0.332 -0.018 0.119
C -4.2246 3.8684 -2.1956 -0.180 -0.071 -0.043
N -1.0690 5.4981 -1.2383 0.433 0.393 -0.032
N 0.0789 5.2123 -0.8598 -0.341 0.704 0.466
C 0.6409 3.9263 -0.7620 0.410 -0.815 -0.244
C 1.9868 3.8370 -1.0672 -0.556 0.302 -0.112
C 2.7134 2.6479 -0.9842 0.182 -0.615 0.072
C 2.0953 1.4812 -0.5841 -0.320 0.967 -0.127
O 2.6838 0.3213 -0.3920 0.585 0.973 -0.066
C 0.6969 1.5385 -0.2849 0.121 0.442 0.026
N 0.1482 0.3498 0.0719 -0.288 0.793 -0.149
C -1.0893 0.3223 0.5104 0.048 -0.154 -0.014
C -1.8221 1.4964 0.7153 0.009 0.180 0.024
C -1.2812 2.7049 0.3590 -0.071 -0.141 -0.077
C -0.0163 2.7546 -0.2634 0.137 -0.003 -0.011
H -6.4692 1.3554 -4.0989 -0.009 0.010 0.011
H -6.4844 3.0713 -3.6377 0.038 0.004 -0.011
H -6.1181 1.8200 -2.4196 0.004 0.013 -0.012
H -2.1763 2.2700 -4.3515 0.027 -0.004 0.015
H -0.4997 3.6785 -3.1998 -0.004 -0.011 -0.001
H -3.6040 5.3893 -0.8142 -0.027 0.069 -0.061
H -5.2617 3.9310 -1.8973 0.020 0.005 -0.019
H 2.4791 4.7364 -1.4137 0.010 0.041 0.075
H 3.7684 2.6332 -1.2234 0.007 -0.009 0.020
H -1.4973 -0.6505 0.7526 0.039 -0.014 0.008
H -2.7943 1.4407 1.1834 -0.014 -0.011 -0.024
H -1.8084 3.6168 0.5867 -0.108 0.123 -0.124
S 3.2521 -2.5121 -3.8499 0.257 -0.126 -0.168
C 2.2900 -1.9611 -2.7294 -0.513 0.193 0.012
N 1.5240 -1.5404 -1.9194 0.106 -0.321 -0.804
```
Forces are in eV/Å.

Results
- DFT total energy (hartree) = -2996.7137
- F_max (Eh/bohr) = 0.04275

Atomic charges from the Mulliken analysis, expressed in e, are listed below: atom 1 (Ti): -0.41, atom 2 (C): -1.46, atom 3 (C): 1.18, atom 4 (O): -0.30, atom 5 (C): -1.36, atom 6 (C): 1.64, atom 7 (C): -1.58, atom 8 (N): -0.04, atom 9 (N): -0.75, atom 10 (C): 0.99, atom 11 (O): -0.70, atom 12 (C): 0.54, atom 13 (C): -0.39, atom 14 (C): -0.61, atom 15 (C): -0.39, atom 16 (C): -0.71, atom 17 (C): -0.59, atom 18 (H): 0.31, atom 19 (H): 0.32, atom 20 (H): 0.40, atom 21 (H): 0.37, atom 22 (H): 0.48, atom 23 (H): 0.31, atom 24 (H): 0.31, atom 25 (H): 0.44, atom 26 (H): 0.39, atom 27 (H): 0.38, atom 28 (H): 0.40, atom 29 (H): 0.45, atom 30 (C): -0.87, atom 31 (O): -0.43, atom 32 (C): 0.89, atom 33 (C): -0.73, atom 34 (C): 0.00, atom 35 (C): -0.19, atom 36 (C): -0.46, atom 37 (C): -0.40, atom 38 (N): -0.54, atom 39 (N): -0.45, atom 40 (C): -0.31, atom 41 (C): -0.29, atom 42 (C): -0.84, atom 43 (C): 0.75, atom 44 (O): -0.87, atom 45 (C): 1.11, atom 46 (N): 0.71, atom 47 (C): 0.01, atom 48 (C): -1.34, atom 49 (C): -0.44, atom 50 (C): 0.08, atom 51 (H): 0.24, atom 52 (H): 0.35, atom 53 (H): 0.35, atom 54 (H): 0.44, atom 55 (H): 0.41, atom 56 (H): 0.46, atom 57 (H): 0.40, atom 58 (H): 0.42, atom 59 (H): 0.49, atom 60 (H): 0.60, atom 61 (H): 0.43, atom 62 (H): 0.69, atom 63 (S): -0.43, atom 64 (C): 0.61, atom 65 (N): -0.46

---

Entry from OMol25: a 2-piece molecular cluster, C4H3Cl3O2S overall in a non-equilibrium geometry (ωB97M-V with the def2-TZVPD basis set).

Geometry as XYZ:
```
13
Properties=species:S:1:pos:R:3:forces:R:3
C 0.4355 0.1311 0.0522 -0.444 0.858 1.480
C -0.9620 -0.0281 0.4988 0.231 0.042 -1.334
C 0.9331 -0.0213 -1.1497 2.340 -0.310 -1.361
C -1.9344 -0.5698 -0.2478 0.976 -0.769 -0.441
O 1.9492 -3.7716 0.3420 0.244 0.051 -0.102
O 0.0835 -2.6155 1.4458 1.884 0.154 -0.356
S 1.4882 -2.6132 1.0381 -2.043 -0.409 0.533
Cl 2.7181 0.1901 -1.6398 -2.074 -0.094 1.042
Cl -1.8968 -1.4124 -1.8322 0.655 0.962 1.096
Cl -3.4234 -0.8073 0.4295 -2.118 -0.045 0.900
H 1.0381 0.5020 0.8698 0.510 0.000 -0.163
H -1.2290 0.3577 1.5065 0.209 -0.463 -0.976
H 0.4331 -0.3960 -2.0107 -0.371 0.024 -0.319
```
Forces are in eV/Å.

Results
- DFT total energy (hartree) = -2083.3950
- F_max (Eh/bohr) = 0.05299

Atomic charges from the Mulliken analysis, expressed in e, are listed below: atom 1 (C): -0.32, atom 2 (C): -0.40, atom 3 (C): -0.33, atom 4 (C): 0.58, atom 5 (O): -0.39, atom 6 (O): -0.37, atom 7 (S): 0.78, atom 8 (Cl): -0.19, atom 9 (Cl): -0.18, atom 10 (Cl): -0.17, atom 11 (H): 0.41, atom 12 (H): 0.26, atom 13 (H): 0.32

---

Entry from OMol25: a 2-piece molecular cluster, C13H16BCl4NO4P overall in a non-equilibrium geometry (ωB97M-V with the def2-TZVPD basis set).

Geometry as XYZ:
```
40
Properties=species:S:1:pos:R:3:forces:R:3
C 1.9384 3.8469 0.8692 -0.203 0.087 -0.228
C 1.6241 2.3810 0.9799 -0.040 -0.566 -0.072
O 2.4743 1.7182 0.0122 -0.142 -0.243 -0.672
P 2.2421 0.1758 -0.4209 -0.441 -0.286 1.105
C 3.2384 -0.7157 0.7428 -0.538 -0.245 -0.307
C 2.7232 -1.4879 1.7235 0.125 0.256 -0.238
N 2.2836 -2.1793 2.5867 0.442 0.563 0.595
O 0.8133 -0.2122 -0.5906 1.209 0.480 0.031
O 3.1611 0.0647 -1.7393 0.072 0.316 -0.338
C 3.0243 1.0100 -2.8191 -0.469 0.348 0.324
C 3.4168 0.4303 -4.1655 -0.149 -0.128 0.257
H 1.5382 4.3864 1.7270 0.006 0.035 0.007
H 3.0232 3.9787 0.8222 -0.141 0.082 0.063
H 1.4820 4.2356 -0.0471 0.201 0.156 0.093
H 1.8117 2.0133 1.9968 0.206 -0.078 -0.487
H 0.5863 2.1351 0.7309 0.107 0.176 0.116
H 4.3128 -0.6487 0.6040 -0.135 -0.083 0.155
H 1.9614 1.3229 -2.8746 0.569 0.080 0.092
H 3.6633 1.8805 -2.5918 -0.353 -0.240 0.032
H 3.4577 1.2577 -4.8752 0.047 -0.005 -0.067
H 4.3923 -0.0589 -4.1412 -0.069 0.012 0.051
H 2.6567 -0.2686 -4.5165 0.143 -0.126 0.027
Cl 1.5110 2.6356 4.4709 -0.117 0.010 0.039
B 0.9053 0.9017 4.5126 0.459 -1.024 -0.653
Cl 0.0255 0.5378 6.1042 0.217 -0.079 -0.007
Cl -0.2061 0.4107 3.0745 0.318 0.258 0.488
O 2.2088 0.0419 4.4010 -0.515 0.222 0.162
C 2.2061 -1.2536 4.4207 -1.007 0.314 -0.528
C 3.3306 -1.9189 5.0957 0.850 -0.166 -0.123
C 3.2863 -3.3140 5.0795 0.043 0.206 0.378
C 4.3010 -4.0679 5.6413 0.524 -0.324 -0.010
C 5.4105 -3.4059 6.1900 -0.926 0.826 -0.445
Cl 6.7576 -4.3300 6.7322 0.302 -0.204 0.270
C 5.4556 -1.9990 6.2576 0.309 -0.281 -0.057
C 4.4217 -1.2441 5.6992 -0.679 -0.714 -0.092
H 1.2462 -1.7749 4.4228 0.149 0.333 0.415
H 2.4208 -3.7728 4.6118 0.241 -0.113 0.017
H 4.2725 -5.1709 5.5946 0.085 0.766 0.109
H 6.3346 -1.5037 6.7127 -0.677 -0.392 -0.315
H 4.4285 -0.1586 5.7708 -0.022 -0.230 -0.186
```
Forces are in eV/Å.

Results
- DFT total energy (hartree) = -3067.9555
- F_max (Eh/bohr) = 0.02564
- total charge = -1

Atomic charges from the Mulliken analysis, expressed in e, are listed below: atom 1 (C): -1.34, atom 2 (C): 0.51, atom 3 (O): -0.29, atom 4 (P): 0.87, atom 5 (C): -0.98, atom 6 (C): 0.65, atom 7 (N): -0.49, atom 8 (O): -0.77, atom 9 (O): -0.33, atom 10 (C): -0.08, atom 11 (C): -1.28, atom 12 (H): 0.38, atom 13 (H): 0.31, atom 14 (H): 0.31, atom 15 (H): -0.41, atom 16 (H): 0.39, atom 17 (H): 0.36, atom 18 (H): 0.30, atom 19 (H): 0.23, atom 20 (H): 0.37, atom 21 (H): 0.32, atom 22 (H): 0.31, atom 23 (Cl): -0.32, atom 24 (B): 0.75, atom 25 (Cl): -0.35, atom 26 (Cl): -0.29, atom 27 (O): -0.52, atom 28 (C): -0.40, atom 29 (C): 0.54, atom 30 (C): -0.28, atom 31 (C): -0.67, atom 32 (C): 0.44, atom 33 (Cl): -0.23, atom 34 (C): -0.55, atom 35 (C): -0.35, atom 36 (H): 0.40, atom 37 (H): 0.38, atom 38 (H): 0.35, atom 39 (H): 0.34, atom 40 (H): 0.44

---

Entry from OMol25: C9H8N2O4Sn as an isolated structure in a non-equilibrium geometry (ωB97M-V with the def2-TZVPD basis set).

Geometry as XYZ:
```
24
Properties=species:S:1:pos:R:3:forces:R:3
Sn 0.0011 0.1581 0.0524 0.126 0.840 -1.762
O -0.0200 3.8212 -0.4815 0.042 -4.217 -0.071
C -0.0107 2.6691 -0.4827 -0.071 6.291 -0.101
C 0.0143 -2.1962 -0.5566 0.009 -5.617 0.121
O 0.0270 -3.3395 -0.5074 -0.022 3.557 -0.324
C 2.4356 0.1524 -0.2943 3.871 -0.311 -0.097
O 3.5332 0.0806 -0.5434 -1.675 0.170 0.154
C -2.4115 0.1409 -0.3082 -6.724 -0.504 -0.492
O -3.5475 0.0709 -0.4908 4.496 0.345 0.518
C -0.0076 0.9230 -4.4881 0.004 -1.225 0.046
H -0.9812 1.4330 -4.5123 0.751 0.166 -0.016
H 0.9639 1.4366 -4.5155 -0.751 0.168 -0.020
C -0.0044 -0.4255 -4.5105 -0.001 0.846 0.382
H 0.9682 -0.9511 -4.5265 -0.865 0.014 -0.097
H -0.9742 -0.9563 -4.5195 0.861 0.018 -0.112
N -0.0877 -1.3844 2.7517 -0.020 2.137 -0.882
C -0.0285 -1.1689 4.0655 0.057 1.250 0.492
C 0.0684 0.2523 4.2837 0.039 0.245 -0.672
C 0.0656 0.8585 3.0114 -0.196 -1.819 -0.680
N -0.0562 -0.1709 2.1312 0.179 -0.076 -0.435
H -0.1430 -2.1701 2.0891 -0.018 0.017 1.579
H -0.0815 -2.0395 4.6931 0.094 0.201 0.608
H 0.1366 0.9208 5.1438 -0.042 -1.109 0.264
H 0.1406 1.8849 2.5155 -0.142 -1.385 1.597
```
Forces are in eV/Å.

Results
- DFT total energy (hartree) = -971.7230
- F_max (Eh/bohr) = 0.13148
- total charge = +2

Atomic charges from the Mulliken analysis, expressed in e, are listed below: atom 1 (Sn): 0.84, atom 2 (O): -0.11, atom 3 (C): 0.19, atom 4 (C): 0.18, atom 5 (O): -0.07, atom 6 (C): 0.22, atom 7 (O): -0.04, atom 8 (C): 0.26, atom 9 (O): -0.07, atom 10 (C): -0.54, atom 11 (H): 0.28, atom 12 (H): 0.28, atom 13 (C): -0.56, atom 14 (H): 0.28, atom 15 (H): 0.28, atom 16 (N): -0.05, atom 17 (C): -0.07, atom 18 (C): -0.92, atom 19 (C): 0.05, atom 20 (N): 0.15, atom 21 (H): 0.13, atom 22 (H): 0.50, atom 23 (H): 0.39, atom 24 (H): 0.38